# 1
{"formula": "C5H14NSe", "method": "the ωB97M-V functional and the def2-TZVPD basis", "elements": ["C", "C", "C", "C", "C", "N", "Se", "H", "H", "H", "H", "H", "H", "H", "H", "H", "H", "H", "H", "H", "H"], "positions_angstrom": [[-0.4827, 1.9903, 1.0669], [2.0212, -0.4354, 0.3971], [1.1544, 0.1921, -1.7186], [-2.4881, -1.7139, -0.0170], [-0.9198, 0.6542, 0.8172], [0.8535, -0.5034, -0.4246], [-2.2680, 0.2216, -0.3404], [-0.6657, 2.5427, 0.0981], [0.5405, 2.0990, 1.4112], [-1.2788, 2.4637, 1.6567], [2.2178, -1.3109, 0.9792], [2.9753, -0.3234, -0.2791], [2.1763, 0.5333, 0.9783], [1.5871, 1.2078, -1.4949], [1.8822, -0.3451, -2.3514], [0.2406, 0.5497, -2.1950], [-2.2876, -2.3274, -0.8494], [-1.5782, -1.8167, 0.6564], [-3.3735, -2.0039, 0.5617], [-0.7585, -0.1531, 1.6448], [0.4519, -1.5211, -0.5971]], "e_above_lowest_kj_mol": 105.83, "charge": 1, "gap_ev": 8.1, "lumo_energy_ev": -4.94}



# 2
{"formula": "C5H14O", "method": "the ωB97M-V functional and the def2-TZVPD basis", "elements": ["C", "C", "C", "O", "H", "H", "H", "H", "H", "H", "H", "H", "C", "C", "H", "H", "H", "H", "H", "H"], "positions_angstrom": [[1.0390, 0.0011, -2.2940], [1.1506, -0.8450, -1.0840], [-0.2113, -1.4243, -0.8099], [2.0029, -1.8727, -1.2457], [0.0169, 0.4251, -2.5001], [1.3527, -0.5548, -3.2127], [1.5666, 0.9028, -2.3314], [1.4094, -0.2265, -0.2568], [-0.5938, -1.7182, -1.7241], [-0.0951, -2.1974, -0.0504], [-0.9312, -0.6419, -0.3725], [2.9796, -1.5686, -1.4905], [-1.5816, 1.5841, 3.2495], [-2.1530, 2.2215, 2.0054], [-2.1454, 0.8072, 3.7534], [-0.6082, 1.0560, 3.0392], [-1.2522, 2.4319, 3.8161], [-1.7819, 1.7191, 1.0870], [-2.1346, 3.2931, 1.8205], [-3.2678, 2.0296, 1.9848]], "e_above_lowest_kj_mol": 160.99, "smiles": "CC(C)O.CC", "gap_ev": 11.0, "lumo_energy_ev": 0.82}



# 3
{"formula": "C5H14O2", "method": "the ωB97M-V functional and the def2-TZVPD basis", "elements": ["C", "C", "C", "C", "C", "O", "H", "H", "H", "H", "H", "H", "H", "H", "H", "H", "H", "H", "O", "H", "H"], "positions_angstrom": [[-2.0133, 1.2143, 0.0144], [-0.5987, 0.5683, 0.1245], [-0.1314, 0.2275, 1.6618], [-0.6294, -0.8024, -0.6498], [-1.1240, -0.7339, -2.1356], [-0.1951, -1.2057, -3.1748], [-2.2296, 1.9583, 0.9282], [-2.8820, 0.3354, 0.0862], [-1.9986, 1.7495, -0.9407], [0.2544, 1.2200, -0.3134], [0.9384, 0.1090, 1.7661], [-0.3832, 1.1374, 2.3519], [-0.8816, -0.5555, 1.9347], [-1.2821, -1.5336, -0.1616], [0.3856, -1.1896, -0.5397], [-1.4905, 0.1758, -2.4686], [-1.9525, -1.4204, -2.1833], [-0.7804, -1.0893, -3.9821], [6.0700, -0.0591, 2.5114], [5.3379, -0.0143, 1.8540], [5.5860, -0.0917, 3.3166]], "e_above_lowest_kj_mol": 173.91, "smiles": "CC(C)CCO.O", "gap_ev": 10.8, "lumo_energy_ev": 0.61}